(1)
Computed, not measured: a 2-piece molecular cluster, C3H5NO2 overall, with wB97M-V/def2-TZVPD.

E_LUMO (alpha / beta) in eV: -0.815 / -0.815
HOMO level (alpha / beta) in eV: -9.64 / -9.65

Each line ends with the Löwdin charge.
Geometry (Å):
C: 1.22 1.38 -0.12  -0.17
N: -1.10 -0.25 -0.71  -0.01
O: 0.41 0.32 0.25  -0.20
O: -2.23 0.28 -0.14  0.00
C: -0.83 -1.50 -0.30  -0.19
C: -0.11 -2.31 0.26  0.18
H: -2.13 0.14 0.82  0.12
H: 1.52 1.96 0.76  0.08
H: 0.66 2.07 -0.78  0.09
H: 2.13 1.05 -0.64  0.07
H: 0.45 -3.16 0.59  0.04

=====

(2)
Computed, not measured: C12H35CrO11 as an isolated structure, with wB97M-V/def2-TZVPD.

2S+1: 5
E_LUMO (alpha / beta) in eV: -4.482 / -4.074
Net charge: +1
HOMO level (alpha / beta) in eV: -11.55 / -11.55

Each line ends with the Löwdin charge.
Geometry (Å):
Cr: -0.69 -0.25 -2.84  1.12
C: 2.08 1.13 0.45  -0.08
C: 0.91 0.26 0.09  -0.39
O: 0.14 0.73 -0.99  -0.36
H: 2.58 0.79 1.35  0.08
H: 1.65 2.10 0.70  0.07
H: 2.82 1.09 -0.35  0.08
H: 0.27 0.17 0.97  0.09
H: 1.23 -0.77 -0.04  0.09
C: -3.44 1.21 -0.06  -0.17
C: -3.55 0.62 -1.45  -0.22
O: -2.60 -0.38 -1.77  -0.11
O: -2.22 2.03 -0.06  -0.06
H: -3.42 0.37 0.64  0.12
H: -4.31 1.82 0.21  0.13
H: -3.49 1.49 -2.10  0.14
H: -4.56 0.20 -1.46  0.13
H: -3.00 -1.11 -1.31  0.12
H: -1.40 1.53 -0.14  0.02
C: 1.02 -2.82 -2.53  -0.19
C: 1.69 -2.00 -3.61  -0.15
O: 1.43 -0.62 -3.31  -0.12
O: -0.24 -2.29 -2.12  -0.11
H: 1.67 -2.73 -1.66  0.13
H: 1.02 -3.86 -2.84  0.14
H: 1.14 -2.21 -4.52  0.13
H: 2.77 -2.18 -3.54  0.15
H: 2.19 -0.09 -3.58  0.12
H: -0.41 -2.63 -1.24  0.06
C: 1.74 3.80 -1.56  -0.26
C: 2.35 2.94 -2.72  -0.24
O: 1.53 3.07 -3.87  -0.06
O: 0.38 3.61 -1.30  -0.04
H: 1.90 4.82 -1.91  0.12
H: 2.39 3.66 -0.70  0.10
H: 2.41 1.90 -2.41  0.08
H: 3.34 3.37 -2.88  0.12
H: 1.84 3.87 -4.31  0.09
H: 0.28 2.69 -1.06  0.02
C: -0.78 -3.17 1.33  -0.17
C: -1.75 -4.01 2.14  -0.27
O: -3.08 -4.00 1.71  -0.03
O: -0.26 -3.94 0.21  -0.10
H: 0.13 -3.02 1.90  0.12
H: -1.20 -2.25 0.91  0.12
H: -1.75 -3.53 3.12  0.12
H: -1.30 -4.96 2.42  0.13
H: -3.58 -4.36 2.45  0.10
H: 0.09 -4.80 0.46  0.10
C: 0.22 0.53 4.08  -0.25
C: 0.66 2.01 3.97  -0.25
O: -0.38 2.87 4.40  -0.04
O: 0.21 -0.01 5.40  -0.05
H: 0.88 -0.01 3.40  0.10
H: -0.79 0.51 3.69  0.12
H: 0.82 2.24 2.91  0.10
H: 1.61 2.21 4.46  0.12
H: -0.30 2.65 5.33  0.08
H: 1.10 -0.32 5.53  0.08

=====

(3)
Computed, not measured: a 3-piece molecular cluster, C5H15NO2 overall, with wB97M-V/def2-TZVPD.

Structure (SMILES): CC/C=C/NC.O.O
E_LUMO in eV: 0.492
HOMO level in eV: -7.35

Each line ends with the Löwdin charge.
Geometry (Å):
C: 2.28 -1.62 1.92  -0.11
C: 1.48 -1.03 0.73  -0.29
C: 0.03 -1.31 0.63  -0.15
C: -0.82 -0.68 -0.20  -0.19
N: -2.18 -0.90 -0.19  -0.10
C: -3.01 0.06 -0.96  -0.10
H: 3.08 -0.90 2.09  0.06
H: 1.71 -1.84 2.83  0.06
H: 2.79 -2.54 1.61  0.07
H: 1.87 -1.46 -0.22  0.12
H: 1.70 0.05 0.75  0.09
H: -0.33 -2.15 1.25  0.11
H: -0.40 -0.03 -0.98  0.12
H: -2.65 -1.20 0.65  0.11
H: -3.22 -0.23 -1.98  0.06
H: -2.47 1.02 -0.91  0.07
H: -4.05 0.07 -0.56  0.08
O: -0.04 2.64 0.39  -0.06
H: -0.04 2.18 1.23  0.03
H: 0.27 3.52 0.67  0.05
O: 1.78 1.61 -2.20  -0.06
H: 2.46 1.66 -1.53  0.02
H: 0.94 1.83 -1.79  0.00

=====

(4)
Computed, not measured: a 2-piece molecular cluster, C5H12O overall, with wB97M-V/def2-TZVPD.

Structure (SMILES): CC(=O)C(C)C.[H][H]
E_LUMO in eV: 1.047
HOMO level in eV: -9.48

Each line ends with the Löwdin charge.
Geometry (Å):
C: 0.53 0.20 1.97  -0.03
C: -0.04 0.60 0.62  -0.58
O: -0.31 1.76 0.38  0.02
C: -0.01 -0.45 -0.48  -0.39
C: -1.05 -0.22 -1.57  -0.08
C: 1.42 -0.28 -1.01  -0.06
H: 0.05 0.75 2.78  0.09
H: 1.58 0.53 1.93  0.09
H: 0.51 -0.87 2.16  0.08
H: -0.13 -1.46 -0.06  0.14
H: -2.07 -0.41 -1.21  0.07
H: -1.00 0.81 -1.93  0.08
H: -0.87 -0.90 -2.41  0.08
H: 2.16 -0.56 -0.25  0.08
H: 1.59 -0.88 -1.90  0.08
H: 1.56 0.78 -1.25  0.09
H: -1.96 -0.06 1.22  0.11
H: -1.93 0.66 1.01  0.11